Density functional theory data (wB97M-V/def2-TZVPD) for a molecular structure, C25H45F6N3O4PReS3 in a non-equilibrium geometry.

```
88
Properties=species:S:1:pos:R:3:lowdin_spin:R:1
C -2.2911 4.7626 -0.7272 -0.001
H 1.3289 6.7148 1.6452 0.000
N 0.7227 -0.6440 1.9058 -0.004
C -3.5458 0.1381 -2.8476 -0.001
H -1.0184 1.2977 -2.9410 0.001
H 0.2955 5.0353 -1.9435 0.000
H -2.2088 2.7033 -1.3515 0.000
C -2.9143 2.7965 0.6816 0.012
H -5.6896 4.0284 -0.8889 0.000
H -4.0118 5.3288 0.4835 0.000
C -0.0769 1.4361 -3.4855 0.001
H -1.5254 -4.3086 -0.5235 0.000
C 0.4957 4.0646 1.0162 -0.003
O 2.1441 -2.6396 1.0515 0.001
S -2.2782 -0.3793 -0.1686 -0.032
C -0.2094 2.6349 -4.4195 0.000
P -0.2016 2.8507 -0.1697 -0.002
O -0.6976 0.9454 2.7987 0.040
H 1.2205 0.8070 -1.8609 0.005
H -1.6730 -2.8723 0.4830 -0.001
H -4.3682 -1.9539 -3.8417 0.000
C 1.4746 6.1094 2.5456 0.000
C 2.4886 5.0112 2.2430 0.000
C 3.4293 -0.2585 0.8429 0.001
H 2.3682 4.6655 0.1166 0.000
F -0.0099 -1.1405 4.9384 0.000
C -0.6669 -3.1073 -2.7621 0.000
H -1.9950 5.0230 -1.7409 0.000
H 0.1097 0.5179 -4.0479 0.000
C 0.8607 -0.1729 4.8312 0.000
H -5.0451 2.7015 0.9498 0.000
C -3.3208 -2.1628 -3.6342 0.000
C 2.0366 4.1734 1.0327 0.000
O 1.0294 -0.8860 -0.3564 0.036
H -1.7355 5.4159 -0.0541 0.000
C -2.0891 -1.4456 -1.6393 0.003
H -3.2466 -3.1536 -3.2023 0.000
H 1.9802 1.8022 -3.0630 0.000
C 0.5664 4.1657 -2.5466 0.000
N -1.3274 -2.5262 -1.5810 -0.001
H 0.3542 -3.3490 -2.4699 0.000
H -2.5964 1.8677 1.1781 0.005
S 1.8338 -1.2851 0.8481 0.007
F 4.2567 -0.8794 0.0593 0.001
H 0.5042 3.3809 3.0443 0.000
H 0.7269 2.7563 -4.9707 0.000
C -4.3365 2.6667 0.1225 0.001
H -1.4876 3.7634 -3.1409 0.000
H 2.6121 4.3699 3.1191 0.000
F 3.8619 -0.2013 2.0767 0.000
H 1.8594 6.7925 3.3008 0.000
H -2.9037 3.5517 1.4655 0.001
Re -0.3659 0.4667 0.6092 0.909
H -1.1580 -4.0220 -3.0891 0.000
H -1.1036 3.7922 2.5031 0.000
O 1.7144 1.5100 2.8133 0.001
H -3.4862 0.4098 -3.9008 0.000
H 1.8549 3.1240 -1.1714 0.000
C 0.1381 5.5050 3.0101 0.000
S 0.6985 0.5614 3.0767 0.006
C 0.8918 2.9451 -1.6563 0.006
H 0.1218 4.9720 0.5192 -0.001
H -4.5932 0.0268 -2.5668 0.000
H -3.0915 0.9161 -2.2519 -0.001
F 0.6181 0.8166 5.6414 0.001
H -0.9905 2.4772 -5.1635 0.000
C 1.0537 1.6731 -2.4950 0.007
C -0.0613 4.0899 2.4419 0.000
C -1.9784 3.2705 -0.4498 0.000
C -1.1330 -3.3055 -0.3528 -0.001
H 1.4984 4.4340 -3.0517 0.000
H 0.1042 5.4461 4.0984 0.000
H -0.5767 4.7616 -4.2536 0.000
H -0.6906 6.1500 2.7095 0.000
H -2.7601 -2.1041 -4.5652 0.000
F 3.1152 0.9395 0.3735 0.000
H -4.4676 1.6909 -0.3561 0.000
C -4.6263 3.7941 -0.8856 0.001
H -4.3870 3.4704 -1.9055 0.000
C -0.5032 3.8887 -3.6044 0.000
C -3.8017 5.0305 -0.5457 0.000
H -0.0740 -3.3950 -0.1265 0.000
H 3.4711 5.4318 2.0315 0.000
H -0.6340 -2.3844 -3.5709 0.000
F 2.0952 -0.5983 4.9101 0.000
H 2.5155 3.1884 1.0696 0.000
H -4.0835 5.8777 -1.1688 0.000
N -2.8593 -1.1458 -2.6664 0.000
```

## Properties
- frontier orbital gap (spin up / spin down) (eV) = 6.6406 / 6.7505
- 2S+1 = 2
- charge = +3
- LUMO energy (spin up / spin down) (eV) = -11.29 / -11.18
- energy above the lowest of the compared OMol25 structures with the same formula, charge and spin (kcal/mol) = 13.56